# C29H21Cl2FeN9O2

C29H21Cl2FeN9O2 as an isolated structure (wB97M-V/def2-TZVPD, the OMol25 dataset).

Summary:
strongest force on any atom	0.11	eV Å⁻¹
energy relative to the best compared isomer or geometry (same formula, charge and spin)	0.0	kJ/mol
orbital gap (alpha / beta)	7.090 / 7.067	eV
spin multiplicity	5
LUMO energy (alpha / beta)	0.0 / -0.1	eV

Structure (XYZ):
```
64
Properties=species:S:1:pos:R:3:forces:R:3
Fe -1.428 -0.744 0.365 0.0567 0.0832 0.0332
Cl -1.589 -4.859 -5.140 0.0003 0.0069 0.0075
C -1.481 -3.441 -4.147 0.0131 0.0189 -0.0308
C -1.855 -3.537 -2.812 -0.0188 -0.0320 0.0396
C -1.776 -2.427 -1.982 -0.0002 -0.0094 0.0084
N -2.091 -2.399 -0.620 0.0303 -0.0027 -0.0656
C -2.699 -3.378 0.046 -0.0551 -0.0382 -0.0653
O -3.074 -4.488 -0.325 0.0151 -0.0040 0.0079
C -2.958 -2.988 1.499 -0.0044 -0.0105 0.0387
C -3.622 -3.875 2.332 -0.0094 -0.0219 0.0078
C -3.869 -3.510 3.643 -0.0004 -0.0073 -0.0103
C -3.446 -2.265 4.087 0.0041 0.0049 0.0042
C -2.790 -1.440 3.195 0.0002 0.0163 0.0007
N -2.547 -1.787 1.929 0.0148 0.0322 0.0362
C -1.316 -1.190 -2.511 -0.0069 0.0121 -0.0119
C -0.952 -1.114 -3.848 0.0223 0.0548 0.0113
C -1.032 -2.238 -4.661 -0.0107 -0.0369 -0.0034
Cl -0.554 -2.090 -6.323 -0.0024 0.0011 0.0078
N -1.282 -0.137 -1.590 0.0276 -0.0247 -0.0001
C -0.929 1.112 -1.867 -0.0481 0.0320 -0.0895
O -0.545 1.624 -2.922 -0.0011 -0.0110 0.0516
C -1.066 2.019 -0.646 0.0163 -0.0371 0.0473
C -0.881 3.385 -0.788 0.0294 0.0029 -0.0228
C -1.030 4.206 0.314 -0.0294 -0.0214 0.0448
C -1.379 3.638 1.533 0.0219 0.0211 -0.0314
C -1.548 2.268 1.591 0.0272 -0.0178 0.0138
N -1.383 1.468 0.536 -0.0453 -0.0122 -0.0490
H -2.214 -4.474 -2.417 0.0018 0.0021 -0.0057
H -3.924 -4.826 1.918 -0.0002 0.0011 -0.0002
H -4.388 -4.184 4.313 -0.0011 -0.0021 -0.0007
H -3.621 -1.936 5.102 0.0023 0.0041 -0.0003
H -2.445 -0.459 3.499 -0.0002 -0.0028 0.0013
H -0.610 -0.176 -4.255 -0.0020 -0.0055 -0.0076
H -0.626 3.759 -1.769 0.0074 0.0082 -0.0052
H -0.886 5.275 0.230 0.0047 0.0022 -0.0084
H -1.518 4.241 2.419 -0.0048 -0.0049 0.0015
H -1.822 1.786 2.522 -0.0062 -0.0038 0.0034
C 1.356 0.574 2.400 -0.0161 0.0004 -0.0006
C 1.569 -0.457 1.351 0.0222 -0.0111 -0.0357
N 0.629 -1.143 0.734 -0.0044 -0.0113 0.0969
C 1.258 -1.966 -0.180 -0.0164 -0.0061 -0.0160
C 2.594 -1.760 -0.116 0.0063 -0.0220 0.0295
N 2.786 -0.806 0.867 -0.0363 0.0847 -0.0501
C 4.038 -0.139 1.159 0.0348 -0.0351 0.0298
N 3.931 1.280 0.950 0.0018 -0.0192 0.0026
N 4.338 2.122 1.933 -0.0537 0.0103 0.0305
N 4.110 3.325 1.581 0.0416 -0.0133 -0.0337
C 3.524 3.312 0.330 -0.0140 0.0038 0.0171
C 3.085 4.365 -0.477 0.0011 0.0192 -0.0033
C 2.506 4.033 -1.678 -0.0078 -0.0075 -0.0114
C 2.344 2.687 -2.076 -0.0153 0.0014 0.0397
C 2.779 1.640 -1.296 0.0006 -0.0148 -0.0129
C 3.391 1.988 -0.085 0.0048 0.0013 -0.0046
H 0.389 0.405 2.868 -0.0024 0.0037 0.0031
H 1.364 1.577 1.969 -0.0034 0.0127 0.0086
H 2.128 0.531 3.168 0.0041 0.0036 -0.0085
H 0.696 -2.628 -0.817 0.0024 0.0066 -0.0056
H 3.417 -2.197 -0.653 -0.0022 0.0084 -0.0116
H 4.798 -0.582 0.516 -0.0087 0.0013 -0.0132
H 4.333 -0.269 2.200 0.0103 -0.0102 -0.0029
H 3.203 5.392 -0.158 -0.0022 -0.0013 -0.0011
H 2.150 4.814 -2.337 -0.0028 0.0000 0.0023
H 1.828 2.468 -3.000 0.0081 -0.0020 -0.0121
H 2.634 0.614 -1.606 -0.0012 -0.0015 0.0043
```
Forces are in eV/Å.

natural (NBO) population analysis, charges in e, atoms 1 to 8: number 1, Fe, carries 1.4852; number 2, Cl, carries 0.0063; number 3, C, carries -0.0764; number 4, C, carries -0.2712; number 5, C, carries 0.2055; number 6, N, carries -0.7921; number 7, C, carries 0.6142; number 8, O, carries -0.6487


# C29H21CoF5N6O2S3

C29H21CoF5N6O2S3 as an isolated structure (wB97M-V/def2-TZVPD, the OMol25 dataset).

Summary:
strongest force on any atom	0.33	eV Å⁻¹
energy relative to the best compared isomer or geometry (same formula, charge and spin)	19.8	kJ/mol
orbital gap (alpha / beta)	5.322 / 5.252	eV
spin multiplicity	2
LUMO energy (alpha / beta)	-1.1 / -1.2	eV

Structure (XYZ):
```
67
Properties=species:S:1:pos:R:3:forces:R:3
Co 0.141 -0.151 0.207 -0.0384 -0.0672 0.3188
C 2.663 2.504 -1.809 0.0354 0.0572 0.0100
C 1.540 1.811 -1.119 0.1318 -0.2540 -0.0268
N 1.524 0.552 -0.875 0.1484 0.1623 -0.0781
N 2.552 -0.258 -1.256 0.0306 0.0482 -0.0078
C 2.519 -1.540 -0.815 0.0212 -0.0112 0.1128
N 3.431 -2.370 -1.350 -0.1340 -0.0214 -0.1086
S 1.467 -2.023 0.395 0.0040 -0.0074 -0.0601
C 0.324 2.490 -0.644 -0.1673 0.1355 0.0311
C 0.036 3.821 -0.885 0.1757 -0.0802 -0.0232
C -1.165 4.336 -0.426 -0.1330 0.0039 0.0642
C -2.040 3.505 0.245 0.0512 0.0349 -0.0426
C -1.678 2.182 0.448 -0.0309 -0.0394 0.0884
N -0.527 1.688 0.019 -0.0470 0.0586 -0.1438
H 3.617 2.099 -1.468 0.0024 -0.0151 0.0097
H 2.660 3.566 -1.582 0.0057 -0.0021 -0.0135
H 2.603 2.388 -2.894 -0.0410 -0.0216 -0.0136
H 3.065 -0.011 -2.090 -0.0406 -0.0142 -0.0188
H 3.791 -2.184 -2.273 0.0666 0.0221 0.0534
H 3.331 -3.342 -1.108 0.0216 0.0180 0.0103
H 0.738 4.444 -1.419 -0.0149 0.0260 0.0017
H -1.411 5.376 -0.590 0.0082 0.0060 -0.0032
H -2.985 3.866 0.622 -0.0024 -0.0064 0.0080
H -2.322 1.498 0.983 -0.0104 0.0102 0.0002
F 5.765 1.421 4.922 -0.0499 0.0074 -0.0181
C 4.514 1.694 4.521 0.0624 -0.0155 0.0034
C 3.994 1.104 3.385 -0.0012 0.0162 0.0018
F 4.746 0.251 2.669 -0.0103 0.0068 -0.0068
C 2.706 1.404 2.992 -0.1051 0.0744 0.0145
F 2.249 0.802 1.865 0.1414 -0.0569 -0.0553
C 1.862 2.284 3.675 0.0313 -0.0384 0.0402
S 0.246 2.610 3.146 -0.0116 0.2418 -0.0419
C 2.433 2.857 4.819 0.0304 -0.0477 -0.0146
F 1.723 3.714 5.560 0.0160 0.0023 0.0028
C 3.721 2.576 5.237 -0.0249 -0.0035 -0.0330
F 4.218 3.153 6.338 -0.0113 0.0017 -0.0001
O -1.478 -2.538 -3.157 0.0039 0.0105 0.0102
S -1.008 -1.269 -2.666 -0.0967 0.0831 0.0256
O 0.366 -0.902 -2.940 0.0326 0.0208 -0.0300
N -1.240 -1.060 -1.106 0.2359 -0.0689 -0.1010
C -2.304 -1.597 -0.411 -0.1764 0.0405 0.0933
C -3.410 -2.269 -0.899 0.0650 -0.0194 -0.0114
C -4.423 -2.725 -0.037 -0.0346 -0.0095 0.0577
C -4.378 -2.523 1.315 0.0287 -0.0022 -0.0611
C -3.273 -1.835 1.863 -0.0028 0.0010 -0.0420
C -3.139 -1.553 3.243 0.0165 0.0328 0.0399
C -2.057 -0.863 3.706 -0.0936 -0.0411 -0.0463
C -1.074 -0.449 2.790 0.1423 -0.1240 0.0314
N -1.171 -0.708 1.505 -0.0519 -0.0746 -0.0486
C -2.250 -1.387 1.007 -0.0812 0.0193 -0.0233
C -2.011 -0.013 -3.433 -0.0572 -0.0831 0.0239
C -1.576 1.305 -3.418 0.0012 0.0207 0.0230
C -2.390 2.305 -3.921 0.0222 0.0106 0.0000
C -3.638 1.986 -4.445 -0.0136 -0.0174 -0.0081
C -4.061 0.666 -4.473 0.0062 0.0056 -0.0119
C -3.247 -0.340 -3.967 0.0055 -0.0020 -0.0119
H -3.485 -2.480 -1.953 0.0058 -0.0044 -0.0161
H -5.263 -3.254 -0.470 -0.0027 0.0002 0.0004
H -5.164 -2.878 1.967 -0.0115 -0.0001 0.0067
H -3.915 -1.886 3.921 -0.0101 -0.0154 0.0063
H -1.938 -0.620 4.751 0.0161 0.0191 0.0095
H -0.218 0.139 3.104 -0.0809 -0.0489 0.0046
H -0.597 1.533 -3.019 0.0309 0.0153 0.0160
H -2.053 3.334 -3.909 0.0081 0.0078 -0.0021
H -4.274 2.766 -4.840 -0.0077 0.0075 0.0016
H -5.025 0.415 -4.895 -0.0072 -0.0050 -0.0016
H -3.555 -1.375 -4.003 -0.0031 -0.0101 0.0036
```
Forces are in eV/Å.

natural (NBO) population analysis, charges in e, atoms 1 to 8: number 1, Co, carries 1.0175; number 2, C, carries -0.6928; number 3, C, carries 0.2890; number 4, N, carries -0.2225; number 5, N, carries -0.4174; number 6, C, carries 0.3270; number 7, N, carries -0.7613; number 8, S, carries -0.0770